No. 1
Density functional theory data (ωB97M-V/def2-TZVPD) for 9 unconnected molecules or ions with the total composition C53H119N5O9.

Positions of all 186 atoms, in Å:
C 3.044 -3.014 -4.691
C 4.087 -4.023 -5.060
O 3.739 -5.275 -4.466
H 3.105 -2.753 -3.628
H 2.034 -3.397 -4.843
H 3.165 -2.077 -5.236
H 5.082 -3.753 -4.698
H 4.108 -4.105 -6.154
H 4.528 -5.817 -4.388
C 3.025 0.798 2.626
C 3.468 1.945 3.521
O 2.447 2.274 4.443
H 2.806 -0.079 3.250
H 3.765 0.467 1.900
H 2.076 1.066 2.168
H 3.722 2.810 2.908
H 4.387 1.702 4.069
H 2.292 1.514 5.012
C -0.556 -5.474 -1.636
C 0.312 -5.845 -2.832
O -0.477 -6.286 -3.930
H -0.040 -4.962 -0.818
H -0.982 -6.350 -1.136
H -1.305 -4.761 -1.982
H 1.157 -6.486 -2.577
H 0.744 -4.892 -3.153
H -0.532 -7.244 -3.882
C 6.761 3.836 -0.033
C 8.032 3.680 0.819
O 8.531 4.942 1.202
H 7.088 4.542 -0.798
H 5.959 4.184 0.613
H 6.461 2.927 -0.554
H 8.823 3.198 0.245
H 7.813 3.013 1.663
H 7.955 5.332 1.865
C -6.990 2.139 -0.046
C -6.288 1.296 -1.109
C -7.155 1.433 -2.378
C -6.438 1.264 -3.737
C -5.123 1.999 -3.762
C -4.228 1.608 -2.581
N -4.957 1.860 -1.337
O -4.144 1.664 -0.198
C -3.729 0.134 -2.741
C -2.987 2.502 -2.580
C -6.256 -0.164 -0.642
H -6.534 1.906 0.918
H -8.068 1.959 -0.052
H -6.920 3.213 -0.225
H -7.913 0.651 -2.344
H -7.594 2.428 -2.427
H -7.061 1.826 -4.449
H -6.460 0.252 -4.140
H -5.233 3.074 -3.595
H -4.529 1.805 -4.657
H -3.483 -0.323 -1.779
H -4.433 -0.479 -3.298
H -2.768 0.155 -3.258
H -2.413 2.267 -3.476
H -3.282 3.553 -2.607
H -2.433 2.323 -1.664
H -5.827 -0.201 0.364
H -5.607 -0.767 -1.271
H -7.261 -0.570 -0.553
H -3.864 0.736 -0.213
C 2.277 -5.136 2.750
C 2.032 -6.598 2.437
C 1.512 -6.686 0.978
C 1.713 -8.059 0.330
C 3.178 -8.420 0.443
C 3.605 -8.564 1.891
N 3.323 -7.294 2.552
O 3.811 -7.271 3.878
C 2.986 -9.801 2.560
C 5.113 -8.777 1.898
C 0.996 -7.166 3.416
H 1.329 -4.595 2.705
H 3.105 -4.702 2.193
H 2.551 -5.002 3.805
H 0.436 -6.539 1.087
H 1.982 -5.861 0.442
H 1.380 -7.973 -0.709
H 1.028 -8.757 0.815
H 3.728 -7.574 0.005
H 3.489 -9.232 -0.218
H 1.896 -9.807 2.493
H 3.299 -10.686 2.001
H 3.222 -9.888 3.619
H 5.552 -8.990 2.877
H 5.397 -9.693 1.364
H 5.665 -7.960 1.429
H 0.888 -8.241 3.270
H 0.017 -6.692 3.377
H 1.380 -7.105 4.438
H 4.561 -6.672 3.835
C -2.725 3.380 3.952
C -2.465 1.929 4.358
C -1.164 1.892 5.142
C -0.958 0.555 5.863
C -2.169 0.171 6.719
C -3.502 0.255 5.984
N -3.541 1.517 5.272
O -4.832 1.688 4.691
C -3.684 -0.989 5.092
C -4.556 0.277 7.085
C -2.378 1.074 3.104
H -1.995 3.708 3.215
H -2.820 4.008 4.839
H -3.681 3.479 3.426
H -0.327 2.057 4.460
H -1.148 2.649 5.931
H -0.080 0.629 6.509
H -0.783 -0.215 5.104
H -2.131 0.739 7.652
H -2.015 -0.864 7.044
H -4.035 -1.830 5.686
H -4.399 -0.723 4.313
H -2.754 -1.271 4.600
H -4.439 1.148 7.731
H -5.574 0.382 6.695
H -4.516 -0.647 7.661
H -3.299 0.781 2.591
H -1.744 0.189 3.183
H -1.945 1.656 2.274
H -5.005 2.618 4.857
C 1.271 -2.324 0.767
C 0.919 -1.211 -0.189
C -0.238 -0.403 0.395
C -0.494 0.873 -0.394
C 0.790 1.676 -0.608
C 1.957 0.874 -1.202
N 2.068 -0.335 -0.388
O 3.153 -1.114 -0.918
C 1.811 0.691 -2.715
C 3.188 1.747 -0.945
C 0.418 -1.866 -1.505
H 1.591 -1.868 1.715
H 2.130 -2.900 0.426
H 0.407 -2.956 0.952
H -1.143 -0.997 0.526
H 0.072 -0.039 1.387
H -1.181 1.575 0.081
H -0.883 0.608 -1.383
H 1.106 2.163 0.316
H 0.515 2.471 -1.309
H 2.628 0.091 -3.114
H 0.840 0.273 -2.976
H 1.842 1.666 -3.207
H 3.288 2.031 0.101
H 4.106 1.221 -1.240
H 3.222 2.638 -1.576
H -0.375 -1.319 -2.017
H -0.047 -2.834 -1.290
H 1.246 -2.061 -2.186
H 3.741 -1.192 -0.160
C -0.168 4.480 -3.975
C 0.673 5.751 -4.086
C 0.281 6.507 -5.361
C -0.974 7.344 -5.139
C -0.872 8.308 -3.958
C -0.518 7.585 -2.652
N 0.520 6.612 -2.915
O 0.908 5.923 -1.742
C 0.041 8.658 -1.706
C -1.800 7.014 -2.015
C 2.159 5.389 -4.170
H -0.081 3.857 -4.863
H -1.224 4.686 -3.775
H 0.072 3.965 -3.037
H 1.121 7.140 -5.655
H 0.000 5.779 -6.122
H -1.807 6.665 -4.944
H -1.176 7.934 -6.037
H -1.886 8.699 -3.856
H -0.160 9.112 -4.141
H 0.502 8.205 -0.828
H 0.798 9.281 -2.190
H -0.750 9.351 -1.412
H -2.610 7.739 -2.038
H -2.123 6.154 -2.607
H -1.586 6.627 -1.020
H 2.748 6.295 -4.009
H 2.401 5.065 -5.185
H 2.432 4.639 -3.430
H 1.700 6.379 -1.439

For the LUMO energy, the calculation gives 0.348 eV. Its net charge is 0. The value obtained for the total energy is -82762.002 eV. As for the SMILES: CC1(C)CCCC(C)(C)N1O.CC1(C)CCCC(C)(C)N1O.CC1(C)CCCC(C)(C)N1O.CC1(C)CCCC(C)(C)N1O.CC1(C)CCCC(C)(C)N1O.CCO.CCO.CCO.CCO. Its energy above the lowest of the compared OMol25 structures with the same formula, charge and spin is 0.00 kcal per mole. Its gap between HOMO and LUMO is 8.509 eV.

Results of the Mulliken charge analysis, in e, for atoms 1 through 4: atom 1 (C): -0.72, atom 2 (C): -0.32, atom 3 (O): -0.49, atom 4 (H): 0.00

=====

No. 2
Density functional theory data (ωB97M-V/def2-TZVPD) for a molecular structure, C53H33Cl4F6InN7P.

Positions of all 105 atoms, in Å:
In -0.135 -0.032 -0.003
Cl 0.127 9.002 3.061
C 0.193 7.380 2.483
C -0.768 6.929 1.590
C -0.710 5.626 1.127
C 0.286 4.755 1.567
C 1.240 5.228 2.471
C 1.203 6.535 2.923
C 0.328 3.350 1.104
C 0.403 3.131 -0.275
C 0.609 4.161 -1.248
C 0.564 3.567 -2.471
C 0.352 2.168 -2.243
C 0.314 1.149 -3.246
C -0.298 1.372 -4.532
C -0.939 2.592 -4.849
C -1.547 2.793 -6.064
C -1.579 1.765 -7.002
Cl -2.329 2.019 -8.519
C -1.059 0.516 -6.683
C -0.443 0.322 -5.469
C 0.979 -0.094 -2.959
N 0.998 -0.726 -1.773
C 1.787 -1.842 -1.929
C 2.034 -2.812 -0.965
C 2.791 -4.011 -1.378
C 3.973 -4.349 -0.711
C 4.715 -5.450 -1.096
C 4.267 -6.239 -2.147
Cl 5.182 -7.618 -2.623
C 3.088 -5.931 -2.810
C 2.362 -4.814 -2.435
C 1.652 -2.710 0.400
C 1.793 -3.761 1.365
C 1.421 -3.244 2.564
C 1.024 -1.884 2.324
N 1.170 -1.594 0.996
C 0.628 -0.976 3.322
C 0.425 0.404 3.103
C 0.121 1.377 4.111
C 0.056 2.581 3.488
C 0.297 2.342 2.095
N 0.487 1.010 1.885
C 0.392 -1.509 4.683
C -0.541 -2.537 4.859
C -0.840 -3.028 6.116
C -0.202 -2.492 7.226
Cl -0.590 -3.077 8.799
C 0.743 -1.487 7.075
C 1.036 -1.002 5.813
C 2.347 -1.846 -3.249
C 1.839 -0.765 -3.891
N 0.302 1.923 -0.916
H -1.553 7.595 1.263
H -1.462 5.268 0.434
H 2.029 4.565 2.800
H 1.954 6.897 3.611
H 0.817 5.195 -1.030
H 0.761 4.031 -3.422
H -0.994 3.380 -4.116
H -2.026 3.736 -6.291
H -1.170 -0.305 -7.376
H -0.129 -0.675 -5.215
H 4.320 -3.718 0.097
H 5.639 -5.691 -0.589
H 2.742 -6.566 -3.614
H 1.435 -4.577 -2.942
H 2.119 -4.765 1.157
H 1.458 -3.732 3.522
H -0.059 1.182 5.153
H -0.177 3.535 3.928
H -1.047 -2.943 3.993
H -1.559 -3.825 6.245
H 1.248 -1.092 7.945
H 1.806 -0.251 5.699
H 3.068 -2.551 -3.625
H 2.091 -0.410 -4.876
F -1.694 -0.319 -1.760
P -2.951 -1.022 -2.686
F -4.108 -1.649 -3.557
F -3.011 0.376 -3.494
F -3.985 -0.430 -1.599
F -2.792 -2.356 -1.797
F -1.808 -1.560 -3.683
N -3.607 2.706 0.245
C -2.653 1.941 -0.322
N -2.163 1.054 0.507
C -2.875 1.204 1.693
C -2.868 0.465 2.875
C -3.723 0.855 3.886
C -4.580 1.953 3.741
C -4.629 2.676 2.566
C -3.782 2.266 1.543
H -4.157 3.404 -0.224
H -2.366 2.033 -1.358
H -2.224 -0.394 2.986
H -3.733 0.300 4.816
H -5.233 2.226 4.559
H -5.304 3.513 2.442
C -3.279 -3.418 1.587
C -2.317 -2.460 1.099
N -1.561 -1.708 0.689
H -4.212 -3.298 1.038
H -3.460 -3.245 2.648
H -2.906 -4.431 1.439

For the LUMO energy (alpha / beta), the calculation gives -4.526 / -5.433 eV. As for the spin multiplicity: 2. Its net charge is +1. The value obtained for the total energy is -146788.367 eV. Its gap between HOMO and LUMO (alpha / beta) is 5.160 / 4.912 eV.

Results of the Mulliken charge analysis, in e, for atoms 1 through 4: atom 1 (In): 3.73, atom 2 (Cl): -0.19, atom 3 (C): 0.30, atom 4 (C): -1.08

=====

No. 3
Density functional theory data (ωB97M-V/def2-TZVPD) for a molecular structure, C53H33Cl5F15GeMgN7O3S2.

Positions of all 120 atoms, in Å:
Mg -0.409 -0.118 0.202
N -0.759 -3.602 2.986
C -0.349 -2.513 2.268
S 0.040 -2.718 0.610
N -0.256 -1.414 3.024
N -0.206 -0.277 2.319
C 0.073 0.826 2.930
C 0.530 0.896 4.339
C -0.050 1.783 5.244
C 0.409 1.873 6.551
C 1.461 1.074 6.974
C 2.039 0.177 6.083
C 1.574 0.082 4.780
C -0.040 2.054 2.098
C 0.433 3.298 2.506
C 0.258 4.390 1.674
C -0.380 4.233 0.456
C -0.788 2.959 0.102
N -0.622 1.902 0.895
H -1.088 -4.367 2.421
H -1.321 -3.370 3.791
H -0.887 2.393 4.923
H -0.064 2.562 7.241
H 1.826 1.146 7.992
H 2.853 -0.460 6.407
H 2.012 -0.627 4.091
H 0.941 3.402 3.454
H 0.625 5.364 1.978
H -0.546 5.064 -0.215
H -1.255 2.766 -0.857
Cl -3.131 0.904 -5.848
C -2.006 0.857 -4.524
C -0.847 1.602 -4.563
Cl -0.497 2.631 -5.924
C 0.058 1.527 -3.482
Cl 1.554 2.426 -3.525
C -0.179 0.743 -2.358
O 0.657 0.578 -1.364
C -1.465 0.069 -2.263
O -1.751 -0.533 -1.157
C -2.294 0.078 -3.387
Cl -3.699 -0.945 -3.345
C 6.401 1.133 -3.652
C 5.403 0.564 -2.633
C 4.773 1.770 -1.918
C 4.271 -0.150 -3.385
C 6.158 -0.377 -1.619
O 6.899 0.414 -0.686
C 7.269 -1.236 -2.251
C 6.951 -2.299 -3.312
C 6.177 -3.510 -2.840
C 4.957 -3.859 -3.407
C 4.243 -4.967 -2.967
C 4.767 -5.744 -1.951
Cl 3.895 -7.147 -1.398
C 5.982 -5.424 -1.368
C 6.676 -4.312 -1.816
C 5.233 -1.313 -0.839
N 4.252 -0.633 -0.019
C 2.931 -0.821 -0.017
N 2.354 -0.012 0.846
C 3.403 0.683 1.347
N 4.585 0.337 0.869
H 5.899 1.890 -4.258
H 6.785 0.370 -4.335
H 7.246 1.606 -3.146
H 4.384 2.451 -2.677
H 5.509 2.311 -1.321
H 3.924 1.501 -1.291
H 3.841 0.538 -4.116
H 3.449 -0.429 -2.722
H 4.608 -1.038 -3.922
H 6.292 0.701 0.014
H 7.786 -1.706 -1.410
H 7.985 -0.539 -2.682
H 7.914 -2.650 -3.695
H 6.433 -1.850 -4.159
H 4.539 -3.247 -4.198
H 3.283 -5.216 -3.400
H 6.372 -6.037 -0.566
H 7.624 -4.062 -1.353
H 5.852 -1.949 -0.202
H 4.665 -1.951 -1.511
H 2.423 -1.546 -0.634
H 3.301 1.456 2.094
F -4.710 -3.001 0.633
C -5.999 -2.692 0.771
C -6.420 -1.376 0.886
C -7.787 -1.188 0.974
F -8.312 0.050 1.042
C -8.696 -2.229 0.979
F -10.017 -2.001 1.072
C -8.235 -3.526 0.876
F -9.102 -4.550 0.872
C -6.881 -3.761 0.765
F -6.440 -5.023 0.649
Ge -5.079 0.121 1.027
S -3.279 -0.339 1.973
C -5.174 1.009 -0.751
C -4.234 2.000 -1.001
F -3.335 2.329 -0.067
C -4.179 2.717 -2.179
F -3.262 3.673 -2.366
C -5.101 2.447 -3.170
F -5.083 3.137 -4.314
C -6.046 1.464 -2.969
F -6.933 1.192 -3.941
C -6.062 0.756 -1.780
F -7.002 -0.204 -1.695
C -6.065 1.409 2.271
C -6.179 2.777 2.124
F -5.872 3.387 0.961
C -6.607 3.622 3.135
F -6.689 4.949 2.942
C -6.964 3.091 4.355
F -7.388 3.893 5.346
C -6.892 1.725 4.544
F -7.258 1.203 5.727
C -6.448 0.920 3.512
F -6.419 -0.397 3.775

For the LUMO energy, the calculation gives 3.406 eV. Its net charge is -2. The value obtained for the total energy is -259082.319 eV. Its energy above the lowest of the compared OMol25 structures with the same formula, charge and spin is 11.07 kcal per mole. Its gap between HOMO and LUMO is 5.549 eV.

Results of the Mulliken charge analysis, in e, for atoms 1 through 4: atom 1 (Mg): 1.66, atom 2 (N): -0.51, atom 3 (C): 0.50, atom 4 (S): -0.62